one.
Molecular formula: CH5N3O
Method: DFT, wB97M-V/def2-TZVPD

Each line ends with the Mulliken charge.
Cartesian coordinates (Å):
C1 -0.087 1.058 0.021  -0.0645
H1 1.192 -1.026 0.592  0.1867
H2 2.637 -0.638 -0.306  0.2762
H3 -0.500 2.022 0.168  0.4232
H4 -0.255 -1.028 -0.027  0.4040
H5 -2.779 -0.548 0.212  0.3614
N1 1.584 -0.573 -0.218  -0.5094
N2 1.224 0.851 -0.253  -0.3988
N3 -0.900 -0.079 0.241  -0.2471
O1 -2.116 -0.039 -0.430  -0.4316

Summary:
Charge = 0
Structure (SMILES) = N/N=C\NO
Frontier orbital gap = 0.3419 Ha

two.
Molecular formula: CH5N3O
Method: DFT, wB97M-V/def2-TZVPD

Each line ends with the Mulliken charge.
Cartesian coordinates (Å):
C1 -0.286 -0.406 -0.192  0.0376
H1 2.501 0.672 -0.890  0.2564
H2 1.440 -0.459 -1.810  0.2485
H3 -0.454 -1.255 -0.905  0.2405
H4 -1.417 -1.305 1.270  0.2873
H5 -1.204 1.511 1.433  0.3312
N1 1.474 0.543 -1.223  -0.5773
N2 0.569 0.512 -0.195  -0.1417
N3 -1.427 -0.374 0.720  -0.2545
O1 -1.198 0.561 1.791  -0.4282

Summary:
Charge = 0
Structure (SMILES) = N/N=C/NO
Frontier orbital gap = 0.3525 Ha

How do the structures above rank in stability at the extremes? two comes first and one comes last.